A cluster of 2 separate species, C9H13F5NO4P in total in a non-equilibrium geometry. Source: the OMol25 dataset; level of theory: ωB97M-V with the def2-TZVPD basis set.

total energy: -1546.8700 Eh
charge: 0
max |F|: 0.19356 Eh/bohr
SMILES: N=[PH2][C@H]1OC(=O)O[C@@H]1C(F)(F)C(F)(F)F.C1CCOC1
HOMO-LUMO gap: 8.466 eV

Geometry as XYZ:
```
33
Properties=species:S:1:pos:R:3:forces:R:3:nbo_charge:R:1
N 0.86070 0.87425 0.71804 -2.04 0.81 0.82 -1.33
P -0.18561 2.13020 0.81854 1.45 -3.83 -0.23 1.18
C -0.59814 2.63171 -1.00603 -0.77 0.03 0.78 -0.22
O -1.05581 4.04300 -0.77829 3.80 0.96 -0.17 -0.53
C 0.24065 4.78774 -0.89419 1.27 2.45 1.91 0.96
O 0.79743 5.68098 -0.07319 -4.28 -6.47 -6.24 -0.50
O 0.76948 4.19424 -2.16735 0.16 0.10 2.87 -0.51
C 0.84597 2.75137 -1.76807 -0.40 1.53 1.80 -0.01
C 1.24963 1.68890 -2.95396 -0.67 0.87 -0.59 0.64
F 1.22310 2.40275 -4.28460 -0.12 -2.62 4.17 -0.32
F 0.31364 0.53983 -2.94104 3.18 3.60 -0.34 -0.31
C 2.83352 1.27189 -2.69047 1.74 -0.86 -0.76 0.94
F 3.35504 0.58989 -3.91741 -1.57 2.22 4.40 -0.32
F 3.03753 0.39543 -1.51270 -0.65 3.37 -4.43 -0.29
F 3.57842 2.54607 -2.53336 -2.33 -4.45 -0.35 -0.32
H 0.45804 0.02993 1.21608 0.67 1.28 -0.70 0.40
H -1.36454 1.70650 1.56488 0.46 1.06 -0.72 0.00
H 0.38364 3.29241 1.50517 -0.84 -0.44 -0.97 -0.01
H -1.46199 1.99021 -1.51685 2.08 1.53 1.12 0.27
H 1.63723 2.82778 -0.87947 -1.16 -1.24 -2.31 0.25
C -1.36962 -4.47186 2.40350 -0.29 -0.33 0.48 -0.43
C -1.64313 -4.06170 0.97953 0.12 -0.22 -0.62 -0.43
C -1.74768 -2.55680 1.09781 -0.17 0.41 0.00 -0.07
O -0.89203 -2.16398 2.17979 -0.11 -0.23 -0.12 -0.55
C -0.49336 -3.34098 2.89599 0.43 0.19 0.16 -0.07
H -0.89317 -5.45119 2.49503 -0.04 0.13 0.01 0.22
H -2.30784 -4.49198 2.97068 0.12 -0.04 -0.03 0.20
H -0.78870 -4.32822 0.34630 -0.13 0.03 0.03 0.20
H -2.53985 -4.51958 0.55438 0.10 0.08 0.03 0.22
H -2.76777 -2.24776 1.34934 -0.05 -0.02 -0.09 0.16
H -1.44297 -2.04216 0.18197 0.04 0.04 0.14 0.19
H 0.56163 -3.52890 2.66858 -0.01 -0.06 0.08 0.17
H -0.59346 -3.16994 3.97136 0.02 0.11 -0.12 0.19
```
Forces are in eV/Å.